{"formula": "C36H54N2P2V", "method": "wB97M-V/def2-TZVPD", "species": ["C", "H", "H", "C", "H", "N", "C", "H", "H", "H", "C", "C", "H", "H", "H", "H", "H", "C", "C", "N", "V", "C", "C", "C", "H", "C", "H", "H", "H", "H", "C", "H", "H", "H", "H", "C", "H", "H", "H", "C", "H", "H", "H", "C", "C", "C", "H", "H", "H", "H", "H", "H", "H", "H", "C", "C", "H", "H", "C", "C", "H", "C", "H", "H", "C", "H", "C", "H", "H", "C", "H", "H", "P", "C", "H", "C", "C", "H", "H", "H", "H", "C", "C", "H", "C", "P", "C", "C", "H", "C", "C", "H", "C", "H", "H"], "positions_angstrom": [[-1.8211, 3.7070, -4.8865], [-1.7325, 3.7848, 0.8436], [3.9959, -0.6313, -3.1095], [3.8842, -3.7942, 1.9302], [2.9771, -3.9272, -1.7188], [-0.8984, -0.0479, -1.7480], [1.0925, -0.2087, 4.1183], [-3.8711, -1.4406, -2.7188], [-0.5278, 2.5628, 1.2151], [1.2911, -3.5765, -1.3988], [2.1153, -3.3707, -2.0852], [-2.9884, -2.4060, 1.9182], [-1.5104, -2.3749, -4.0835], [-3.8494, -3.0366, 2.1452], [-1.3870, 3.3333, -5.8168], [-2.3699, 1.4631, 4.1089], [-2.0792, 1.2349, -3.9123], [1.9428, -2.8218, 2.9838], [-3.2407, -0.6921, -2.2345], [0.6813, -1.0417, 1.8323], [-0.1279, -0.5196, 0.0115], [-1.3646, 1.7977, -3.3348], [-1.7581, -1.0440, -2.3831], [1.4151, 4.1629, -1.0676], [3.1672, 0.5846, 1.7483], [0.6682, 0.5279, 5.2096], [-4.2206, 3.2020, 1.0421], [-0.0569, 4.9272, -3.2323], [-2.2449, -3.0912, -1.7755], [-2.5745, -2.7341, 0.9651], [-1.5536, 2.8733, 1.4158], [0.7063, 1.6300, -0.6542], [-2.0589, -0.7767, -4.5511], [1.6382, -1.4223, -2.8075], [-4.1389, -0.7813, 1.1121], [0.2659, -0.3804, 2.9992], [1.3368, 0.6484, 6.0526], [-3.3911, -0.8139, 4.0838], [5.2334, -0.4012, -1.1861], [-1.0002, 0.2439, 3.0098], [-0.3812, -1.0164, -4.0710], [-4.7466, 1.5342, 1.2173], [1.9130, 1.4807, 0.9197], [-1.4673, -2.3406, -1.6106], [-0.7274, 1.2155, -2.2232], [2.6224, -2.0671, 0.7998], [1.4125, 3.8872, -0.0129], [-3.5085, -0.6523, -1.1783], [4.7093, -4.4914, 1.9471], [-4.0075, 2.3838, 2.5796], [3.5615, 2.0982, 0.9299], [-0.9124, 1.7030, 6.0818], [-1.7433, 4.7928, -4.8990], [-1.4937, -2.1953, -0.5138], [-1.4091, -1.3109, -3.8601], [3.7430, -1.6813, -2.9691], [-2.6049, 1.7537, -0.0654], [5.0059, -0.5821, 0.5532], [-2.5821, 1.8109, 1.0316], [-1.1207, 3.1200, -3.6903], [3.1661, 1.0653, -1.2743], [3.3440, 0.4183, -0.4064], [4.5787, -2.1716, -2.4702], [-4.9206, -1.3393, 3.3988], [2.9621, 1.1889, 0.8627], [2.0845, -0.6348, 4.1241], [-4.0867, -0.6468, 3.2609], [1.1947, 5.2276, -1.1394], [3.6494, -2.1310, -3.9606], [-1.4013, 0.9777, 4.1208], [-4.4817, 0.3599, 3.3488], [-0.5073, -2.7657, -1.8976], [2.1555, -0.9976, -0.5985], [2.4366, -1.8794, -2.2080], [-1.6196, 3.1112, 2.4793], [-0.2341, 3.8949, -2.9557], [0.4259, 3.3494, -1.8537], [1.2522, -2.7910, 3.8155], [-2.8796, 3.4428, -4.8916], [-2.2332, -2.5857, 2.6865], [2.4294, 4.0129, -1.4441], [3.6829, -2.9641, 0.8378], [0.1723, 2.0369, -1.5120], [5.3991, 0.9893, -0.1258], [-0.5857, 1.1243, 5.2304], [-1.9483, 0.1164, 1.4568], [1.7550, -1.9547, 1.9036], [-3.4116, -0.9368, 1.9189], [-3.4629, 0.2788, -2.6783], [2.9928, -3.7243, 2.9930], [-3.9683, 2.2426, 1.4991], [3.1115, -4.3854, 3.8421], [4.8292, 0.0737, -0.2996], [4.3604, -3.0219, -0.0050], [1.8504, -3.7720, -3.0651]], "forces_ev_per_a": [[-0.04, -0.03, -0.06], [-0.02, 0.03, -0.01], [-0.03, 0.05, 0.02], [-0.05, 0.05, 0.00], [0.04, 0.00, 0.02], [-0.30, 0.15, -0.80], [-0.04, 0.11, 0.13], [-0.02, -0.04, -0.02], [0.03, -0.05, -0.03], [0.05, 0.04, -0.02], [-0.05, -0.03, 0.09], [0.07, -0.06, -0.07], [-0.04, -0.01, -0.02], [-0.01, -0.04, 0.02], [0.00, -0.01, 0.01], [-0.01, -0.01, 0.01], [-0.02, -0.04, -0.08], [0.10, -0.12, 0.02], [-0.05, -0.02, 0.00], [0.02, 0.01, -0.04], [0.36, -0.30, 1.05], [0.05, 0.15, 0.07], [0.15, 0.05, 0.12], [0.03, 0.06, 0.03], [0.02, -0.02, 0.02], [0.01, 0.00, 0.00], [0.02, 0.01, -0.03], [0.01, 0.03, -0.02], [0.05, 0.00, -0.09], [-0.08, 0.03, 0.08], [0.07, 0.07, 0.03], [0.03, -0.10, 0.04], [0.01, 0.06, -0.01], [0.05, 0.00, 0.03], [0.03, 0.00, 0.01], [0.06, -0.16, -0.34], [0.01, 0.00, 0.02], [0.02, 0.00, -0.01], [0.01, -0.08, -0.12], [-0.01, 0.03, -0.05], [0.04, -0.01, 0.03], [-0.02, -0.05, 0.01], [-0.02, 0.00, -0.04], [-0.04, -0.16, 0.03], [-0.12, -0.18, -0.13], [-0.02, 0.00, -0.07], [0.00, -0.02, 0.04], [-0.02, 0.01, 0.09], [0.04, -0.03, -0.01], [0.01, -0.01, 0.04], [0.02, 0.03, 0.02], [-0.01, 0.03, 0.04], [0.01, 0.03, 0.02], [0.07, 0.20, -0.05], [-0.05, -0.02, -0.08], [0.04, 0.00, 0.01], [0.01, 0.01, 0.07], [-0.01, -0.03, 0.03], [-0.06, 0.08, -0.07], [-0.02, -0.02, -0.03], [0.02, -0.03, 0.00], [0.02, 0.09, -0.08], [0.05, -0.02, 0.05], [-0.02, 0.01, -0.02], [-0.03, 0.01, 0.07], [0.03, 0.00, 0.00], [0.00, -0.05, -0.01], [-0.01, 0.01, -0.01], [0.00, 0.00, -0.01], [-0.09, 0.04, 0.01], [0.00, 0.12, -0.04], [-0.07, 0.03, -0.06], [0.22, -0.18, 0.12], [-0.01, 0.06, -0.10], [0.00, 0.00, -0.04], [0.07, 0.04, 0.07], [-0.10, -0.03, -0.07], [0.00, -0.01, 0.01], [0.00, -0.01, -0.01], [0.04, 0.01, 0.02], [0.03, -0.01, -0.01], [0.04, -0.04, -0.04], [0.04, 0.18, 0.02], [0.01, 0.02, -0.02], [0.01, -0.05, -0.06], [-0.14, 0.08, 0.32], [-0.33, 0.17, -0.09], [-0.11, -0.03, -0.02], [0.00, -0.04, 0.05], [-0.02, 0.02, 0.01], [-0.05, -0.06, 0.03], [0.01, -0.02, 0.01], [-0.03, 0.04, 0.00], [0.03, 0.00, -0.04], [0.00, -0.02, -0.02]], "mulliken_spin": [0.001, 0.000, 0.000, 0.002, 0.000, -0.042, -0.001, 0.001, 0.000, 0.001, 0.002, 0.003, 0.002, 0.000, 0.000, 0.000, 0.009, 0.000, -0.003, 0.013, 0.899, 0.030, 0.060, -0.001, -0.001, -0.001, -0.001, 0.001, -0.002, 0.003, 0.008, 0.016, 0.000, 0.002, 0.001, -0.034, 0.000, 0.000, 0.000, 0.015, -0.003, 0.001, 0.002, -0.017, 0.053, 0.024, 0.000, -0.001, 0.000, 0.000, 0.000, 0.000, 0.000, 0.007, -0.002, -0.001, -0.004, 0.000, 0.019, -0.011, -0.001, 0.002, 0.001, 0.000, 0.011, 0.000, 0.000, 0.000, -0.001, -0.004, 0.000, 0.006, -0.011, 0.014, 0.000, 0.030, -0.025, 0.000, 0.000, 0.000, 0.000, -0.003, -0.014, 0.000, 0.002, -0.027, -0.031, 0.003, 0.001, -0.001, 0.000, 0.000, -0.001, 0.000, 0.000], "total_energy_ev": -85454.35734, "multiplicity": 2, "orbital_gap_ev": [6.66, 7.20]}